Below is a structure of composition C45H55BiClN9O5S2Si at a distorted geometry, with properties calculated with the ωB97M-V functional and the def2-TZVPD basis.

Geometry as XYZ:
```
119
Properties=species:S:1:pos:R:3:forces:R:3:lowdin_charge:R:1
Bi 1.09450 0.55444 1.07795 -0.3 -0.1 1.2 1.833
C 4.19269 -2.56474 1.80820 0.2 0.0 0.0 -0.109
C 5.41181 -1.84318 1.63102 -0.1 -0.1 0.0 -0.113
C 5.41311 -0.49303 1.69679 -0.2 0.1 0.0 -0.058
C 4.19506 0.24681 1.97944 -0.2 -0.2 0.1 -0.397
N 2.99527 -0.48001 1.93997 0.3 -0.1 -0.1 -0.082
C 3.04453 -1.84843 1.91474 -0.2 0.4 0.0 -0.210
N 4.29618 1.51513 2.26627 -0.2 0.2 -0.1 0.117
C 3.21144 2.25915 2.69115 -0.1 -0.3 0.0 -0.355
N 1.88155 1.84091 2.71061 0.2 -0.1 -0.2 -0.075
C 1.09958 2.71196 3.42266 0.1 0.0 0.1 -0.376
N -0.21537 2.57187 3.77922 0.0 -0.1 -0.2 0.097
C -0.87690 1.42847 3.65889 0.3 0.0 0.0 -0.386
C -2.19446 1.36424 4.23230 -0.1 -0.1 0.0 -0.052
C -2.88557 0.19398 4.26693 0.0 0.0 0.0 -0.119
C -2.32504 -0.98244 3.71758 0.0 0.0 0.0 -0.118
C -1.10820 -0.87269 3.10655 0.2 0.2 0.0 -0.200
N -0.38947 0.28232 3.05402 -0.2 0.1 -0.3 -0.066
C 1.92843 3.79637 3.77997 -0.1 0.1 0.1 -0.168
C 1.66294 5.01804 4.43457 0.1 0.1 0.0 -0.071
C 2.67405 5.93819 4.57464 0.0 -0.1 0.0 -0.143
C 3.99710 5.65277 4.09866 -0.1 -0.1 0.0 -0.143
C 4.29345 4.45681 3.49694 0.0 0.1 0.1 -0.059
C 3.25872 3.50470 3.30987 0.1 0.2 -0.1 -0.154
H 4.14800 -3.64524 1.80892 0.0 0.0 0.0 0.089
H 6.33655 -2.37763 1.43660 0.0 0.0 0.0 0.088
H 6.31767 0.09157 1.57884 0.0 0.0 0.0 0.087
H 2.08636 -2.37056 1.95759 0.1 0.0 0.0 -0.007
H -2.59388 2.28035 4.64897 0.0 0.0 0.0 0.089
H -3.87221 0.16540 4.71930 0.0 0.0 0.0 0.088
H -2.83441 -1.93556 3.74608 0.0 0.0 0.0 0.080
H -0.66305 -1.74786 2.62610 0.0 0.1 0.0 0.031
H 0.66340 5.22059 4.80947 0.0 0.0 0.0 0.097
H 2.47760 6.88991 5.05923 0.0 0.0 0.0 0.070
H 4.77736 6.39669 4.23074 0.0 0.0 0.0 0.073
H 5.30260 4.23352 3.15983 -0.1 0.0 0.0 0.093
O 5.89899 -2.81510 -3.55324 -0.1 -0.1 0.0 -0.065
C 4.56425 -3.30526 -3.43696 0.1 0.1 0.0 -0.207
C 3.79171 -2.46129 -2.46848 0.1 0.1 0.0 -0.185
C 2.67543 -2.98479 -1.84730 -0.2 -0.1 0.0 0.010
C 1.94430 -2.17092 -1.00343 -0.2 0.2 0.1 -0.141
N 2.28610 -0.90506 -0.77596 0.0 -0.2 0.1 -0.028
C 3.37422 -0.39882 -1.33434 0.1 0.2 0.0 -0.206
C 4.15427 -1.14853 -2.20074 0.2 0.0 -0.2 0.049
C 3.69682 1.03161 -1.00470 0.0 -0.3 -0.2 -0.186
C 4.88993 1.60328 -1.40992 0.2 0.0 -0.1 0.038
C 5.14436 2.94143 -1.14743 0.2 -0.1 -0.1 -0.194
C 6.47993 3.54014 -1.49161 0.1 -0.2 0.1 -0.208
O 7.55849 2.74994 -0.99562 -0.1 0.0 -0.1 -0.063
C 4.17551 3.68662 -0.51426 -0.2 0.1 0.2 0.005
C 3.02810 3.04113 -0.08994 -0.2 -0.2 0.1 -0.105
N 2.79762 1.74668 -0.31680 0.1 0.1 -0.2 0.020
H 6.38606 -3.41344 -4.12411 0.0 0.0 0.0 0.078
H 4.55228 -4.34171 -3.09221 0.0 -0.1 0.0 0.121
H 4.06285 -3.27042 -4.40883 0.0 0.0 -0.1 0.125
H 2.36341 -4.01132 -2.00299 0.0 0.0 0.1 0.121
H 1.07908 -2.55423 -0.46448 0.1 0.0 0.0 0.044
H 5.03685 -0.73714 -2.66830 0.0 0.0 0.0 0.106
H 5.65049 0.99494 -1.87958 0.0 0.1 0.0 0.118
H 6.53269 4.55697 -1.09813 0.0 0.1 0.0 0.112
H 6.60798 3.59054 -2.57310 0.0 0.0 -0.1 0.122
H 7.28444 2.38138 -0.14660 0.0 0.0 0.0 0.089
H 4.32665 4.73382 -0.28084 0.0 -0.1 0.0 0.118
H 2.27160 3.56092 0.48149 0.0 0.0 0.0 0.096
N -1.33625 4.98001 0.79542 0.0 0.0 -0.1 0.049
C -1.99940 4.23442 -0.16499 0.1 0.0 0.1 -0.103
C -1.31366 3.06350 -0.24861 0.2 0.0 0.2 -0.159
N -0.24757 3.08153 0.64513 -0.3 -0.1 -0.4 0.011
C -0.29709 4.24635 1.24964 -0.1 -0.2 0.0 -0.194
H -1.58151 5.89660 1.11661 0.0 0.0 0.1 0.137
H -2.87772 4.59601 -0.67515 0.1 0.0 0.1 0.097
H -1.48340 2.21209 -0.89801 0.1 0.1 0.1 -0.011
H 0.36798 4.58103 2.03621 -0.1 -0.1 -0.1 0.110
Cl 0.37332 -4.13792 1.66510 0.0 0.1 -0.1 -0.481
S -0.52308 0.15351 -2.04947 0.0 0.0 0.0 -0.063
C -1.32250 -4.39257 -1.74660 0.2 -0.1 0.1 -0.042
C -2.38946 -3.83812 -2.67006 0.0 0.1 0.0 -0.650
C -1.78403 -2.93377 -3.73506 0.0 0.2 0.0 -0.047
C -3.17613 -4.96624 -3.32406 -0.1 -0.1 0.0 -0.042
O -3.33932 -3.11541 -1.87882 0.0 0.0 0.1 -0.146
Si -3.44601 -1.57879 -1.32551 -0.2 0.1 0.1 -0.040
S -1.74624 -0.60250 -0.52964 0.0 -0.1 -0.1 0.161
O -4.38694 -1.60166 0.02461 -0.1 -0.2 -0.1 -0.167
C -5.21377 -2.59537 0.64432 0.2 0.1 -0.1 -0.640
C -4.34507 -3.74096 1.15529 0.1 0.0 0.0 -0.014
C -6.25697 -3.09512 -0.35355 0.1 0.0 -0.1 -0.031
C -5.88555 -1.88094 1.80663 0.0 0.1 0.1 -0.032
O -4.22660 -0.80943 -2.55768 0.1 0.0 0.0 -0.135
C -4.65251 0.53934 -2.74535 0.0 0.0 0.1 -0.655
C -3.59635 1.27973 -3.55216 0.0 0.0 -0.1 -0.050
C -4.88876 1.24251 -1.40903 0.1 -0.1 0.1 -0.040
C -5.95746 0.45045 -3.52816 -0.1 0.0 0.0 -0.043
H -0.54138 -4.90168 -2.32222 -0.1 0.0 0.1 0.086
H -1.74687 -5.10220 -1.03404 0.0 0.0 0.0 0.081
H -0.86406 -3.59757 -1.15793 0.0 0.0 0.0 0.039
H -1.10713 -3.51116 -4.37247 0.0 0.0 0.0 0.083
H -1.21664 -2.11040 -3.28419 0.0 -0.1 0.0 0.009
H -2.57474 -2.49766 -4.35523 0.1 -0.1 0.0 0.086
H -2.51020 -5.60311 -3.91327 0.0 0.0 0.0 0.080
H -3.95114 -4.55558 -3.97748 0.0 0.0 0.0 0.082
H -3.65632 -5.57691 -2.55445 0.0 0.0 -0.1 0.081
H -3.87116 -4.26278 0.32234 0.0 0.0 0.0 0.075
H -4.94975 -4.45234 1.72674 0.0 0.0 0.0 0.085
H -3.54860 -3.35344 1.79459 0.0 0.0 0.0 0.085
H -5.76302 -3.57811 -1.20140 0.0 0.0 0.1 0.077
H -6.84263 -2.25105 -0.73309 0.0 -0.1 0.0 0.082
H -6.93325 -3.81198 0.12202 0.0 0.0 0.0 0.081
H -5.12070 -1.47308 2.47143 0.0 0.0 0.0 0.075
H -6.52478 -2.56896 2.36935 0.0 0.0 0.0 0.082
H -6.49334 -1.05087 1.43442 0.0 -0.1 0.0 0.081
H -2.61439 1.17472 -3.08194 -0.1 0.0 0.0 -0.010
H -3.85201 2.34235 -3.62552 0.0 0.0 0.0 0.081
H -3.52884 0.86045 -4.56155 0.0 0.0 0.1 0.084
H -3.95583 1.31580 -0.83950 -0.1 0.0 -0.1 0.060
H -5.60316 0.68046 -0.80284 0.0 0.0 0.0 0.079
H -5.27863 2.24959 -1.58299 0.0 0.0 0.0 0.082
H -5.78907 -0.08464 -4.46699 0.0 0.0 0.1 0.081
H -6.33764 1.45158 -3.75429 0.0 -0.1 0.0 0.079
H -6.70839 -0.09392 -2.94873 0.0 0.0 0.0 0.078
```
Forces are in eV/Å.

HOMO energy = -0.34 eV
total charge = -2
2S+1 = 1
LUMO = 3.5 eV

---

Below is a structure of composition C45H55BrN4O3SW at a distorted geometry, with properties calculated with the ωB97M-V functional and the def2-TZVPD basis.

Geometry as XYZ:
```
110
Properties=species:S:1:pos:R:3:forces:R:3:lowdin_charge:R:1
W -0.04204 0.03933 -0.44592 0.9 -0.4 -0.5 1.452
C -1.42784 -3.40498 4.85119 0.0 0.0 0.0 -0.067
C -2.20039 -3.77503 3.59753 -0.1 0.0 -0.1 -0.208
N -1.40975 -3.58320 2.37872 0.1 -0.1 0.1 -0.129
C -0.61639 -4.73887 1.96660 0.0 0.0 0.0 -0.251
C -1.38643 -5.67585 1.05160 0.0 0.0 0.0 -0.072
C -1.36168 -2.39890 1.75923 -0.2 0.1 0.2 -0.638
S -0.49560 -2.33046 0.26758 -0.1 0.1 -0.2 0.783
N -2.07964 -1.43069 2.36819 0.2 0.1 -0.3 0.127
C -1.98506 -0.16141 2.03454 0.4 0.3 0.0 -0.404
O -1.17217 0.35808 1.19348 -0.8 0.0 0.8 -0.233
C -2.85041 0.81841 2.76437 0.2 -0.3 -0.2 -0.142
C -3.80375 0.38726 3.67996 0.0 0.1 0.1 -0.021
C -4.60044 1.31472 4.33353 0.0 0.0 0.0 -0.075
C -4.44138 2.67014 4.07623 0.0 0.0 0.0 -0.081
C -3.48518 3.10182 3.16636 0.0 -0.1 0.0 -0.065
C -2.68977 2.17691 2.50811 -0.1 0.1 0.0 -0.021
H -2.03565 -3.59834 5.73440 0.0 0.0 0.0 0.076
H -1.16447 -2.34838 4.83523 0.0 0.0 0.0 0.072
H -0.51092 -3.98837 4.94050 0.0 0.0 0.0 0.072
H -3.10953 -3.18606 3.51714 0.0 0.0 0.0 0.106
H -2.48221 -4.83016 3.61326 0.0 0.0 0.0 0.116
H -0.31880 -5.25237 2.88297 0.0 0.0 0.0 0.119
H 0.29142 -4.38296 1.48337 0.0 0.0 0.0 0.068
H -2.31395 -6.00697 1.51894 0.0 0.0 0.0 0.072
H -0.78671 -6.55803 0.82992 0.0 0.0 0.0 0.078
H -1.63044 -5.18003 0.11313 0.0 0.0 0.0 0.063
H -3.90810 -0.67073 3.87287 0.0 0.0 0.0 0.103
H -5.34420 0.98124 5.04497 0.0 0.0 0.0 0.102
H -5.06420 3.39214 4.58748 0.0 0.0 0.0 0.102
H -3.36038 4.15804 2.96729 0.0 0.0 0.0 0.105
H -1.94337 2.49360 1.79040 0.0 0.0 0.0 0.099
C -3.78522 0.40258 -0.80095 0.0 0.0 0.0 -0.031
C -2.60668 0.58382 -1.76568 -0.1 0.2 0.1 -0.374
C -2.85220 -0.18646 -3.06898 0.0 0.0 0.0 -0.045
C -2.30173 2.06023 -1.95300 0.0 0.0 0.1 -0.130
C -3.21018 2.75707 -2.73570 0.0 0.1 0.0 -0.037
C -3.10736 4.12554 -2.90873 0.0 -0.1 0.0 -0.070
C -2.10786 4.80659 -2.24795 0.0 0.0 0.1 -0.046
C -1.17223 4.15852 -1.44175 -0.1 0.0 0.0 -0.126
C -0.19546 5.08909 -0.72730 0.0 0.0 -0.1 -0.366
C 0.23154 4.69454 0.67980 0.0 0.0 0.1 -0.063
C 1.02197 5.44208 -1.58830 0.0 0.0 0.0 -0.055
C -1.23604 2.75672 -1.34139 0.2 0.0 0.0 -0.147
N -0.20713 2.04543 -0.64278 -0.2 0.1 -0.1 -0.115
C 1.05454 2.00341 -1.24371 -0.3 0.0 0.2 -0.198
C 2.06527 1.19634 -0.75298 0.2 0.0 0.4 -0.179
N 1.82876 0.30148 0.26558 0.0 0.5 0.2 -0.125
C 2.87976 -0.29390 1.02337 -0.1 0.1 0.0 -0.144
C 3.28779 0.29537 2.23328 0.0 -0.1 0.1 -0.128
C 4.33512 -0.29727 2.93539 0.0 0.0 0.0 -0.044
C 4.96230 -1.44206 2.48040 0.0 0.0 0.0 -0.074
C 4.53527 -2.01870 1.30003 0.0 0.0 0.0 -0.039
C 3.49583 -1.46574 0.55921 0.1 -0.1 0.0 -0.131
C 3.10040 -2.11356 -0.75028 -0.2 0.1 0.0 -0.385
C 3.07725 -3.63940 -0.68446 0.0 0.0 0.0 -0.064
C 4.00283 -1.64235 -1.89218 0.0 0.0 0.0 -0.037
C 2.71349 1.56131 2.84784 0.0 0.0 0.0 -0.363
C 3.27084 2.80889 2.15837 0.0 0.0 0.0 -0.052
C 1.19305 1.61691 2.97776 0.0 0.0 0.0 -0.061
H -3.88649 -0.64173 -0.49871 0.0 0.0 0.0 0.092
H -4.70210 0.70001 -1.31222 0.0 0.0 0.0 0.088
H -3.68425 1.02293 0.08949 0.1 0.0 0.0 0.075
H -1.77375 0.05252 -1.27370 -0.3 -0.2 -0.3 0.021
H -3.90898 -0.13918 -3.33575 0.0 0.0 0.0 0.081
H -2.59649 -1.23946 -2.93921 0.0 0.0 0.0 0.090
H -2.26177 0.21489 -3.88846 0.0 0.0 0.0 0.081
H -4.01167 2.21634 -3.22192 0.0 0.0 0.0 0.115
H -3.81595 4.65517 -3.53043 0.0 0.0 0.0 0.103
H -2.04907 5.88545 -2.33490 0.0 0.0 0.0 0.114
H -0.77135 6.01353 -0.61271 0.1 0.0 0.0 0.125
H 0.93104 3.86682 0.68561 0.1 -0.1 0.0 0.041
H -0.62167 4.41285 1.29971 0.0 0.0 0.0 0.073
H 0.72042 5.54935 1.15190 0.0 0.0 0.0 0.084
H 1.69532 4.59239 -1.68977 0.0 0.0 0.0 0.062
H 1.59046 6.25210 -1.12784 0.0 0.0 0.0 0.080
H 0.72506 5.75879 -2.58853 0.0 0.0 0.0 0.081
H 1.20315 2.53675 -2.17444 0.0 -0.3 -0.1 0.124
H 3.03545 1.19061 -1.24904 -0.2 0.0 -0.1 0.127
H 4.65330 0.15451 3.86704 0.0 0.0 0.0 0.109
H 5.77282 -1.88296 3.04512 0.0 0.0 0.0 0.102
H 5.02273 -2.91432 0.93794 0.0 0.0 0.0 0.107
H 2.08856 -1.78841 -0.98875 0.3 -0.1 0.1 0.059
H 4.07970 -4.06901 -0.63237 0.0 0.0 0.0 0.074
H 2.60277 -4.03415 -1.58505 0.0 0.0 0.0 0.071
H 2.51368 -3.99462 0.17880 0.0 0.0 0.0 0.069
H 5.05010 -1.86820 -1.67938 0.0 0.0 0.0 0.085
H 3.91807 -0.56635 -2.05127 0.0 0.0 0.0 0.064
H 3.72995 -2.13785 -2.82564 0.0 0.0 0.0 0.077
H 3.10765 1.56559 3.86861 0.0 0.0 0.0 0.120
H 2.96383 2.85252 1.11315 0.0 0.0 0.0 0.058
H 4.36133 2.81865 2.18967 0.0 0.0 0.0 0.082
H 2.90668 3.71318 2.64928 0.0 0.0 0.0 0.079
H 0.70327 1.81051 2.02768 0.0 0.0 -0.1 0.037
H 0.91817 2.42002 3.66540 0.0 0.0 0.0 0.085
H 0.79290 0.68254 3.37655 0.0 0.0 0.0 0.084
Br 1.83024 -1.37729 -8.38814 0.0 0.0 0.0 0.733
C 1.42968 -2.01437 -6.65025 0.0 0.0 0.1 -0.680
C 1.47584 -3.37632 -6.39795 0.0 0.0 0.0 -0.127
C 1.18556 -3.83894 -5.12205 0.0 0.1 0.0 -0.066
C 0.86132 -2.94582 -4.11126 0.1 0.0 0.0 -0.023
C 0.81447 -1.58406 -4.38365 0.0 0.1 0.1 -0.121
C 1.09487 -1.11005 -5.65882 0.0 -0.1 -0.1 -0.061
C 0.45521 -0.58545 -3.31375 0.1 -0.3 -0.3 -0.558
O 0.14054 0.55901 -3.59755 0.0 -0.1 0.2 0.058
O 0.51929 -1.08068 -2.10591 -0.2 0.5 0.0 -0.281
H 1.73603 -4.06375 -7.19024 0.0 0.0 0.0 0.099
H 1.21799 -4.90049 -4.91996 0.0 0.0 0.0 0.106
H 0.64883 -3.29133 -3.10934 0.0 0.0 0.0 0.109
H 1.04280 -0.04861 -5.85510 0.0 0.0 0.0 0.114
```
Forces are in eV/Å.

HOMO energy (spin up / spin down) = -6.22 / -7.55 eV
2S+1 = 3
energy above the lowest of the compared OMol25 structures with the same formula, charge and spin = 0.734 eV
LUMO (spin up / spin down) = 0.0 / -0.3 eV